No. 1
Here is a gas-phase ion, C6H10BrN2 (charge +1) at a distorted geometry from the OMol25 dataset. Energies are from ωB97M-V/def2-TZVPD.

Properties
Calculated total energy = -79394.7492 eV
Total charge = +1
Frontier orbital gap = 5.87 eV
Lowest unoccupied orbital energy = -0.2445 Eh

Last column: Löwdin charge in e.
Geometry (Å):
C (-0.679, -2.236, -0.582)  -0.066
C (-1.346, 0.591, -0.111)  -0.588
C (0.827, -0.378, -0.977)  -0.067
C (0.105, -0.674, 1.352)  -0.033
C (-0.836, 1.849, 0.324)  -0.126
C (-0.387, -0.702, -0.125)  -0.473
N (-2.810, -3.165, 0.022)  0.255
N (-1.816, -2.687, -0.281)  -0.142
Br (-3.089, 0.316, -0.331)  1.106
H (0.099, -2.759, -1.032)  0.108
H (0.586, -0.285, -2.032)  0.095
H (1.341, 0.658, -0.690)  0.141
H (1.515, -1.212, -0.949)  0.090
H (-0.716, -0.944, 2.044)  0.104
H (0.917, -1.397, 1.485)  0.117
H (0.226, 0.394, 1.676)  0.077
H (-0.836, 2.721, -0.350)  0.135
H (-1.290, 2.459, 1.241)  0.184
H (0.217, 1.695, 0.677)  0.084

Cartesian forces (eV/Å) of the 6 atoms listed first:
-0.485 5.186 1.150
0.331 -3.245 -0.027
1.212 2.863 -0.460
-1.658 0.664 1.222
1.746 2.865 2.622
0.548 -0.034 -0.224

No. 2
Here is 2 unconnected molecules or ions with the total composition C4H9N2O at a distorted geometry from the OMol25 dataset. Energies are from ωB97M-V/def2-TZVPD.

Properties
Calculated total energy = -9315.2624 eV
Total charge = +1
Frontier orbital gap = 10.59 eV
Lowest unoccupied orbital energy = -0.1198 Eh

Last column: Löwdin charge in e.
Geometry (Å):
C (-1.790, 0.728, -0.275)  -0.009
C (-0.793, -0.103, 0.393)  -0.265
C (0.342, 0.309, 1.077)  0.007
N (1.126, -0.816, 1.251)  0.118
C (0.439, -1.886, 0.852)  -0.050
N (-0.657, -1.469, 0.247)  0.163
H (-2.821, 0.549, 0.080)  0.105
H (-1.481, 1.770, -0.139)  0.103
H (-1.823, 0.449, -1.337)  0.101
H (0.859, 1.267, 1.150)  0.143
H (2.128, -0.874, 1.364)  0.185
H (0.870, -2.881, 0.872)  0.167
H (-1.372, -1.913, -0.313)  0.192
H (1.766, 2.252, -1.352)  0.046
H (1.404, 1.320, -2.378)  0.055
O (1.802, 1.298, -1.491)  -0.060

Cartesian forces (eV/Å) of the 6 atoms listed first:
-1.018 -0.109 -0.353
2.368 0.598 1.210
0.473 -0.061 -1.427
-1.199 -0.638 0.058
1.543 -0.632 -0.844
-1.388 1.094 0.204

No. 3
Here is a molecular structure, C5H4BrCl3GeNPtSe2Te2 at a distorted geometry from the OMol25 dataset. Energies are from ωB97M-V/def2-TZVPD.

Properties
⟨S²⟩ = 1.13
Calculated total energy = -319376.2237 eV
Multiplicity = 2
Total charge = +2
Frontier orbital gap (alpha / beta) = 5.21 / 5.18 eV
Lowest unoccupied orbital energy (alpha / beta) = -0.3594 / -0.3635 Eh

Last column: Löwdin charge in e.
Geometry (Å):
Pt (1.240, 0.194, -0.017)  0.295
Se (-0.927, -1.294, 0.628)  0.040
Te (0.042, -3.510, 0.564)  0.468
Te (2.538, -3.204, 1.669)  0.504
Se (2.837, -0.815, 1.888)  0.062
Cl (3.174, 1.503, -3.555)  0.161
Ge (1.466, 0.216, -3.532)  0.063
Cl (1.973, -1.267, -1.753)  0.001
Cl (1.416, -1.080, -5.214)  0.198
Br (-0.429, 6.568, 0.798)  0.892
C (0.018, 4.746, 0.770)  -0.647
C (1.344, 4.344, 0.903)  -0.059
C (1.635, 2.999, 0.853)  -0.103
N (0.684, 2.071, 0.663)  -0.158
C (-0.600, 2.456, 0.567)  -0.116
C (-0.972, 3.781, 0.614)  -0.060
H (2.127, 5.074, 1.048)  0.126
H (2.652, 2.647, 0.971)  0.121
H (-1.345, 1.681, 0.457)  0.087
H (-2.012, 4.062, 0.533)  0.126

Cartesian forces (eV/Å) of the 6 atoms listed first:
-0.218 0.385 -0.382
0.922 0.069 -0.181
0.190 0.474 0.370
-0.337 0.573 -0.244
-0.568 -0.325 -0.350
-0.403 -0.197 0.077

No. 4
Here is C3H9O2PS in the gas phase at a distorted geometry from the OMol25 dataset. Energies are from ωB97M-V/def2-TZVPD.

Properties
⟨S²⟩ = 2.00
Calculated total energy = -27470.0112 eV
Multiplicity = 3
Frontier orbital gap (alpha / beta) = 4.15 / 6.55 eV
Lowest unoccupied orbital energy (alpha / beta) = 0.0260 / -0.1178 Eh

Last column: Löwdin charge in e.
Geometry (Å):
C (-0.196, -0.395, -2.523)  -0.092
C (1.365, -0.549, 1.042)  -0.234
C (-0.851, 0.454, -0.328)  -0.297
O (-1.176, -0.275, 2.369)  -0.264
O (0.190, 0.335, -1.350)  -0.291
P (-0.059, 0.513, 1.441)  0.296
S (0.278, 2.265, 2.236)  0.371
H (0.694, -0.635, -2.922)  0.032
H (-0.745, 0.324, -3.221)  0.114
H (-0.713, -1.333, -2.126)  0.111
H (1.804, -0.849, 1.953)  0.014
H (1.276, -1.323, 0.258)  0.076
H (2.158, 0.158, 0.940)  0.024
H (-1.237, 1.423, -0.508)  0.055
H (-1.673, -0.327, -0.429)  0.098
H (-1.117, 0.212, 3.169)  -0.013

Cartesian forces (eV/Å) of the 6 atoms listed first:
-3.357 1.205 2.500
0.100 0.722 1.162
-0.403 -1.400 -0.830
0.199 -0.070 -2.075
-0.641 -0.196 1.537
0.317 -3.705 -4.157

No. 5
Here is 12 unconnected molecules or ions with the total composition C57H71Br3N6O27 at a distorted geometry from the OMol25 dataset. Energies are from ωB97M-V/def2-TZVPD.

Properties
SMILES = O=[N+]([O-])c1ccccc1.O=[N+]([O-])c1ccccc1.O=[N+]([O-])c1ccccc1.O=[N+]([O-])c1ccccc1.O=[N+]([O-])c1ccccc1.O=[N+]([O-])c1ccccc1.CCOC(=O)OC.CCOC(=O)OC.CCOC(=O)OC.CCOC(=O)OC.CCOC(=O)OC.BrC(Br)Br
Calculated total energy = -334590.4865 eV
Frontier orbital gap = 8.57 eV
Lowest unoccupied orbital energy = -0.0446 Eh

Last column: Löwdin charge in e.
Geometry (Å):
O (20.099, -18.826, 17.880)  0.040
N (18.937, -18.465, 18.186)  -0.346
O (18.085, -18.455, 17.363)  0.100
C (18.699, -17.969, 19.555)  -0.146
C (19.692, -17.804, 20.479)  -0.010
C (19.385, -17.193, 21.683)  -0.061
C (18.053, -16.946, 22.034)  -0.050
C (17.021, -17.394, 21.206)  -0.050
C (17.366, -17.829, 19.935)  -0.007
H (20.724, -17.979, 20.214)  0.111
H (20.097, -16.817, 22.402)  0.100
H (17.833, -16.480, 22.983)  0.088
H (15.962, -17.299, 21.394)  0.103
H (16.669, -18.183, 19.190)  0.117
O (17.854, -18.298, 27.356)  0.066
N (18.005, -17.071, 27.379)  -0.319
O (18.359, -16.345, 26.428)  0.045
C (18.028, -16.502, 28.678)  -0.177
C (17.799, -17.339, 29.835)  0.058
C (17.785, -16.642, 31.080)  -0.057
C (17.822, -15.276, 31.139)  -0.089
C (18.016, -14.519, 30.023)  -0.054
C (18.149, -15.137, 28.778)  -0.005
H (17.867, -18.413, 29.756)  0.113
H (17.680, -17.144, 32.030)  0.107
H (17.831, -14.656, 32.023)  0.109
H (18.192, -13.456, 29.953)  0.091
H (18.373, -14.471, 27.957)  0.101
O (11.508, -11.772, 19.713)  0.078
N (12.666, -11.555, 20.005)  -0.360
O (13.569, -11.693, 19.221)  0.086
C (13.070, -11.032, 21.352)  -0.117
C (12.180, -10.250, 22.120)  0.015
C (12.602, -9.800, 23.407)  -0.075
C (13.850, -10.109, 23.879)  -0.100
C (14.705, -10.787, 23.085)  -0.078
C (14.339, -11.280, 21.864)  -0.002
H (11.271, -9.908, 21.648)  0.113
H (11.810, -9.425, 24.039)  0.105
H (14.121, -9.820, 24.884)  0.120
H (15.623, -11.127, 23.542)  0.100
H (15.028, -11.939, 21.356)  0.125
O (19.043, -14.231, 23.671)  0.067
N (18.609, -13.283, 24.300)  -0.350
O (17.636, -12.656, 23.989)  0.067
C (19.322, -12.951, 25.558)  -0.114
C (18.734, -12.132, 26.563)  0.014
C (19.334, -11.891, 27.824)  -0.046
C (20.598, -12.472, 28.057)  -0.043
C (21.206, -13.281, 27.089)  -0.097
C (20.595, -13.491, 25.860)  0.001
H (17.702, -11.922, 26.326)  0.098
H (18.846, -11.363, 28.630)  0.080
H (21.088, -12.299, 29.004)  0.092
H (22.107, -13.826, 27.326)  0.054
H (21.129, -14.017, 25.082)  0.110
O (24.053, -15.293, 24.810)  0.054
N (23.465, -16.128, 25.506)  -0.314
O (23.545, -16.275, 26.724)  0.081
C (22.678, -17.136, 24.721)  -0.087
C (23.122, -17.520, 23.404)  -0.005
C (22.398, -18.415, 22.675)  -0.101
C (21.397, -19.151, 23.314)  -0.065
C (20.974, -18.833, 24.614)  -0.065
C (21.581, -17.829, 25.319)  -0.007
H (23.921, -17.010, 22.887)  0.115
H (22.713, -18.596, 21.658)  0.112
H (20.824, -19.828, 22.698)  0.109
H (20.237, -19.369, 25.193)  0.111
H (21.399, -17.689, 26.374)  0.104
O (20.625, -9.827, 32.685)  0.076
N (19.529, -10.373, 32.539)  -0.340
O (19.216, -11.065, 31.584)  0.076
C (18.538, -10.035, 33.471)  -0.155
C (18.540, -8.709, 34.003)  0.007
C (17.487, -8.319, 34.759)  -0.073
C (16.507, -9.227, 35.229)  -0.072
C (16.542, -10.536, 34.754)  -0.074
C (17.506, -10.968, 33.812)  0.030
H (19.338, -8.051, 33.694)  0.123
H (17.542, -7.357, 35.248)  0.110
H (15.609, -8.784, 35.634)  0.106
H (15.704, -11.171, 35.000)  0.097
H (17.346, -11.906, 33.301)  0.111
C (22.974, -10.316, 30.117)  -0.069
C (23.599, -9.578, 31.314)  -0.219
O (24.753, -10.211, 31.747)  0.043
C (25.888, -10.165, 31.069)  -0.532
O (26.098, -9.380, 30.126)  0.094
O (26.775, -10.943, 31.729)  0.007
C (28.038, -10.896, 31.250)  -0.100
H (22.510, -11.275, 30.349)  0.060
H (23.776, -10.450, 29.392)  0.019
H (22.203, -9.745, 29.601)  0.083
H (22.891, -9.418, 32.127)  0.101
H (23.834, -8.585, 30.932)  0.123
H (28.324, -9.844, 31.224)  0.102
H (28.107, -11.255, 30.223)  0.095
H (28.704, -11.500, 31.866)  0.102
C (20.401, -7.454, 19.787)  -0.063
C (21.811, -7.998, 19.730)  -0.210
O (21.822, -9.370, 20.101)  0.040
C (21.723, -9.728, 21.362)  -0.584
O (21.729, -8.971, 22.336)  0.098
O (21.527, -11.047, 21.341)  0.005
C (20.983, -11.673, 22.468)  -0.060
H (20.449, -6.375, 19.939)  0.082
H (19.944, -7.740, 20.734)  0.074
H (19.743, -7.758, 18.974)  0.083
H (22.530, -7.519, 20.394)  0.121
H (22.233, -7.700, 18.770)  0.122
H (20.814, -12.675, 22.075)  0.095
H (20.037, -11.248, 22.804)  0.100
H (21.713, -11.831, 23.262)  0.083
C (10.813, -12.285, 26.214)  -0.054
C (11.991, -12.816, 25.392)  -0.176
O (13.212, -12.787, 26.178)  0.070
C (14.320, -13.397, 26.017)  -0.548
O (15.293, -13.261, 26.766)  0.088
O (14.250, -14.285, 24.923)  -0.040
C (15.435, -15.032, 24.619)  -0.040
H (10.590, -12.929, 27.065)  0.081
H (9.872, -12.127, 25.689)  0.079
H (11.008, -11.232, 26.417)  0.075
H (12.042, -12.219, 24.481)  0.099
H (11.792, -13.798, 24.961)  0.124
H (16.319, -14.417, 24.452)  0.058
H (15.158, -15.550, 23.701)  0.096
H (15.749, -15.657, 25.455)  0.087
C (26.912, -15.649, 30.605)  -0.064
C (25.913, -16.636, 30.092)  -0.255
O (24.806, -15.946, 29.573)  0.000
C (23.568, -16.444, 29.934)  -0.521
O (23.428, -17.437, 30.665)  0.087
O (22.664, -15.774, 29.246)  -0.031
C (21.305, -16.168, 29.162)  -0.030
H (27.407, -15.187, 29.751)  0.077
H (27.637, -16.231, 31.174)  0.079
H (26.474, -14.892, 31.257)  0.086
H (25.618, -17.260, 30.936)  0.117
H (26.263, -17.244, 29.258)  0.134
H (20.939, -15.697, 28.249)  0.074
H (20.797, -15.890, 30.085)  0.104
H (21.253, -17.246, 29.012)  0.103
C (12.866, -9.835, 33.943)  -0.054
C (13.808, -9.043, 33.037)  -0.201
O (13.938, -9.778, 31.818)  0.032
C (15.153, -9.843, 31.269)  -0.469
O (16.199, -9.195, 31.556)  0.073
O (15.042, -10.638, 30.127)  -0.027
C (16.140, -10.723, 29.204)  -0.041
H (13.392, -10.717, 34.308)  0.066
H (12.083, -10.296, 33.341)  0.077
H (12.290, -9.252, 34.662)  0.082
H (14.745, -8.756, 33.514)  0.091
H (13.282, -8.166, 32.661)  0.130
H (15.789, -11.379, 28.407)  0.075
H (16.989, -11.286, 29.590)  0.058
H (16.411, -9.731, 28.844)  0.105
Br (27.584, -11.154, 26.294)  0.500
C (25.762, -11.863, 25.744)  -1.454
Br (24.853, -10.719, 24.429)  0.568
Br (24.613, -12.341, 27.321)  0.598
H (25.864, -12.892, 25.399)  -0.050

Cartesian forces (eV/Å) of the 6 atoms listed first:
-1.227 0.503 1.404
3.949 -0.498 -0.385
-2.224 0.221 -0.508
-1.445 -0.742 0.314
1.397 0.918 -0.143
-1.210 0.514 0.567

No. 6
Here is 2 unconnected molecules or ions with the total composition CH3FNO at a distorted geometry from the OMol25 dataset. Energies are from ωB97M-V/def2-TZVPD.

Properties
Calculated total energy = -7338.3218 eV
Total charge = -1
Frontier orbital gap = 7.60 eV
Lowest unoccupied orbital energy = 0.1805 Eh

Last column: Löwdin charge in e.
Geometry (Å):
C (-0.379, -0.026, -0.501)  -0.164
N (0.784, -0.418, 0.382)  -0.255
O (1.659, 0.500, 0.216)  -0.264
F (-0.179, -0.249, 1.854)  -0.455
H (-0.038, -0.239, -1.553)  0.074
H (-1.200, -0.560, -0.152)  0.013
H (-0.648, 0.992, -0.246)  0.050

Cartesian forces (eV/Å) of the 6 atoms listed first:
1.587 -0.010 0.108
1.329 1.406 -2.263
-0.897 -1.259 1.043
-0.285 0.435 0.652
-0.631 0.433 0.997
-1.517 -1.564 0.016